Entry 1:
Entry from OMol25: one molecule with the formula C13H11N5 in a non-equilibrium geometry (ωB97M-V with the def2-TZVPD basis set).

Geometry (Å):
N (-0.70, 0.46, -1.40)
N (2.21, 3.08, 1.43)
N (1.68, 1.00, 1.88)
N (-0.35, 2.76, -2.20)
N (-2.03, -1.46, -2.00)
C (1.50, 1.99, 1.01)
C (0.27, -0.31, 0.51)
C (0.72, 1.93, -0.12)
C (1.06, -0.16, 1.64)
C (-0.53, -1.32, -0.08)
C (-0.88, -2.59, 0.36)
C (-0.90, 1.42, -2.49)
C (0.11, 0.74, -0.33)
C (-2.38, -2.69, -1.55)
C (-1.86, -3.26, -0.38)
C (-1.15, -0.79, -1.23)
C (1.17, -1.31, 2.58)
C (0.38, 2.97, -1.11)
H (1.98, -1.14, 3.35)
H (-1.97, 1.54, -2.64)
H (1.45, -2.22, 2.08)
H (-0.43, 1.01, -3.40)
H (-2.28, -4.21, -0.02)
H (0.23, -1.49, 3.06)
H (-3.15, -3.26, -2.04)
H (0.81, 3.98, -1.01)
H (2.69, 3.58, 0.68)
H (2.83, 2.78, 2.17)
H (-0.48, -3.05, 1.26)

Computed properties:
SMILES: Cc1nc(N)c2c3c1c1cccnc1n3CN=C2
DFT total energy, eV: -21110.3012
Relative energy (zero: lowest compared OMol25 entry of this formula, charge and spin), kJ/mol: 0.0
Frontier orbital gap, eV: 8.00
LUMO level, eV: 0.133
Total charge: 0

Entry 2:
Entry from OMol25: C13H11N5O2S2 as an isolated structure in a non-equilibrium geometry (ωB97M-V with the def2-TZVPD basis set).

Geometry (Å):
S (1.08, -2.24, 1.23)
S (2.74, 1.80, 1.09)
O (0.17, 1.49, 1.14)
O (5.44, -0.12, 0.86)
N (-0.52, 1.70, -0.78)
N (-3.75, -0.18, 2.28)
N (1.73, -0.98, -0.77)
N (3.37, -1.20, 1.01)
N (0.84, 2.02, -0.91)
C (0.67, -1.31, -1.08)
C (-0.83, 1.14, 0.30)
C (2.23, -1.46, 0.17)
C (0.10, -1.93, -0.10)
C (4.33, -0.03, 0.46)
C (-4.63, -0.27, 1.11)
C (-2.46, 0.35, 1.87)
C (-4.44, 0.30, 0.04)
C (-3.07, 0.90, -0.47)
C (3.82, 1.14, -0.08)
C (-0.05, -0.99, -2.31)
C (-2.21, 0.74, 0.64)
C (1.20, 1.88, 0.48)
H (3.06, 1.06, -1.04)
H (-1.06, -1.39, -2.44)
H (-2.97, 1.03, -1.38)
H (-5.53, -0.53, 1.26)
H (0.50, -1.40, -3.32)
H (-1.77, 0.26, 2.76)
H (-1.00, -2.49, 0.04)
H (-0.17, 0.20, -2.57)
H (4.53, 2.07, -0.29)
H (-5.13, 0.26, -0.80)
H (3.74, -1.82, 1.58)

Computed properties:
DFT total energy, eV: -46863.4898
Relative energy (zero: lowest compared OMol25 entry of this formula, charge and spin), kJ/mol: 1133.9
Frontier orbital gap, eV: 7.67
LUMO level, eV: -0.644
Total charge: 0